Molecular formula: C2H3F3O4
Method: DFT, ωB97M-V/def2-TZVPD

Net charge = 0
DFT total energy = -18460.9362 eV
Spin multiplicity = 1
Highest occupied orbital energy = -9.126 eV
LUMO level = 0.54 eV

The geometry in XYZ format:
```
12
Properties=species:S:1:pos:R:3:lowdin_charge:R:1
C 0.10 -0.70 -0.06 -0.40
C -1.23 0.08 -0.10 -0.56
O 0.55 -1.02 -1.28 0.20
O 0.32 -1.53 0.92 0.16
O 1.74 1.60 -0.13 -0.10
O 1.08 0.69 0.63 -0.21
F -2.25 -0.51 -0.74 0.16
F -1.77 0.33 1.09 0.18
F -0.98 1.22 -0.76 0.16
H 1.34 -1.46 -1.36 0.09
H -0.13 -1.18 1.72 0.15
H 1.22 2.49 0.06 0.15
```